{"formula": "C32H65N4O23", "method": "wB97M-V/def2-TZVPD", "e_lumo_ha": -0.1176, "homo_energy_ha": -0.4408, "charge": 1, "energy_ev": -87282.6793, "multiplicity": 1, "species": ["O", "O", "O", "O", "O", "O", "O", "O", "O", "O", "O", "O", "O", "O", "O", "O", "O", "O", "O", "O", "O", "O", "O", "N", "N", "N", "N", "C", "C", "C", "C", "C", "C", "C", "C", "C", "C", "C", "C", "C", "C", "C", "C", "C", "C", "C", "C", "C", "C", "C", "C", "C", "C", "C", "C", "C", "C", "C", "C", "H", "H", "H", "H", "H", "H", "H", "H", "H", "H", "H", "H", "H", "H", "H", "H", "H", "H", "H", "H", "H", "H", "H", "H", "H", "H", "H", "H", "H", "H", "H", "H", "H", "H", "H", "H", "H", "H", "H", "H", "H", "H", "H", "H", "H", "H", "H", "H", "H", "H", "H", "H", "H", "H", "H", "H", "H", "H", "H", "H", "H", "H", "H", "H", "H"], "positions_angstrom": [[-6.882716, -3.798176, 9.418680], [8.647514, 1.285677, -5.290216], [8.835555, 0.341279, -3.243431], [9.790507, -2.591056, -0.123204], [7.683270, -2.127248, -0.051773], [-7.837825, 1.935808, -1.837676], [-8.932577, -3.476766, 10.316679], [-9.355820, 2.028734, -3.372015], [-9.009277, 3.854205, -2.084952], [-8.574389, -2.807600, 8.295471], [-2.972352, -1.778416, -0.054120], [0.507654, 1.461670, -2.303015], [-4.661972, -0.429472, 0.627434], [8.474043, -3.291275, -1.822542], [3.115180, -2.197742, 1.285736], [4.916263, -1.347523, 2.117881], [4.516314, 4.694269, -4.036575], [7.792508, 2.221648, -3.417727], [-3.642782, -4.096236, 3.807966], [-2.785387, 0.468294, 0.069245], [-1.925559, -5.090646, 4.891289], [4.083921, -3.234620, 3.047746], [-3.956579, -4.780497, 5.833443], [-0.512169, 1.721923, -3.180289], [3.439156, 2.840588, -3.342052], [-2.375919, 2.699617, -3.910871], [-1.603157, 3.439701, -1.870748], [-3.061436, -4.697717, 4.853285], [1.841520, 4.391109, -2.200104], [-3.471243, -5.406859, 7.026257], [-8.017198, -3.401058, 9.352530], [-10.379955, 2.745339, -4.069937], [5.989584, -1.378733, 3.068715], [-7.123621, 2.554027, -0.769468], [-1.420934, 2.623449, -2.954667], [-8.764149, 2.720801, -2.402392], [0.765965, 4.211600, -1.089747], [3.839329, 3.766756, -4.292207], [3.348184, 3.559156, -5.709003], [-7.698606, -2.660389, 7.177237], [-0.627976, 4.561923, -1.630181], [10.911207, -3.188619, -0.779707], [-3.437575, -0.697260, 0.197400], [-1.459686, 0.319916, -0.418848], [7.308265, 3.309059, -4.208986], [2.103552, -3.209656, 1.289788], [1.143460, 0.201137, -2.597875], [-8.473058, -4.095699, 11.520279], [-5.511074, -1.570757, 0.815849], [6.379468, -2.194814, -0.628353], [3.026869, 3.421897, -2.058763], [9.555097, -0.743441, -3.835204], [8.448535, 1.283381, -4.103467], [-2.787469, -3.943315, 2.676191], [-3.520119, 3.439380, -3.405446], [1.991565, -0.166408, -1.384723], [-2.852003, 4.175316, -2.242359], [8.635740, -2.727521, -0.772240], [4.045408, -2.350208, 2.239143], [-4.313502, 2.868355, -2.941719], [-1.101616, 5.161081, -0.869284], [-0.860370, -0.287180, 0.259268], [4.161794, 3.220731, -6.330310], [-10.775261, 2.072553, -4.825017], [-6.405103, 1.827317, -0.395754], [2.795046, 2.647519, -1.349438], [9.805296, -1.429961, -3.031445], [-1.926410, -3.324006, 2.925051], [1.417075, -2.975886, 0.478828], [6.361003, -1.700712, -1.599446], [-0.507173, 5.205775, -2.496800], [-7.364452, -3.632193, 6.817922], [-6.583376, 3.431777, -1.125743], [-6.470801, -1.193926, 1.155466], [11.074458, -2.730893, -1.753518], [-9.967865, 3.626610, -4.557645], [0.430270, -0.593996, -2.787757], [2.539372, -4.190815, 1.112865], [-2.640226, -4.842875, 7.444901], [-8.269241, -2.168987, 6.394059], [-5.103887, -2.232032, 1.575162], [11.777836, -3.006012, -0.151215], [-1.028443, 1.310089, -0.473384], [-2.674793, 5.173109, -2.635940], [6.617034, -0.517096, 2.861671], [5.603493, -1.304894, 4.083201], [-6.842989, -2.039655, 7.437646], [-2.460653, -4.913066, 2.304712], [6.054378, -3.230557, -0.725465], [1.016936, 4.913540, -0.307697], [8.937041, -1.261279, -4.566278], [2.970652, 0.276085, -1.471047], [1.818003, 0.296893, -3.438874], [6.580182, -2.284251, 2.949583], [-2.048634, 2.899703, -4.843246], [-3.467085, 4.376533, -1.375526], [-8.170344, -5.124044, 11.332228], [-3.170845, -6.433347, 6.825732], [2.146794, 5.425907, -2.198761], [-3.888820, 4.148647, -4.117737], [10.767130, -4.262156, -0.884957], [0.807618, 3.226110, -0.650907], [1.555848, -3.203163, 2.230249], [2.511893, 2.867175, -5.768484], [-5.649953, -2.104248, -0.122350], [8.131120, 3.836747, -4.687788], [-3.361875, -3.448398, 1.901600], [-9.308496, -4.092354, 12.214192], [-7.648809, -3.531306, 11.952228], [-11.180966, 3.028440, -3.390453], [-4.289160, -5.409627, 7.741233], [-7.794416, 2.826391, 0.042809], [10.472671, -0.387711, -4.299784], [6.600951, 2.953710, -4.956850], [1.506925, 0.304205, -0.536686], [2.674949, 2.324717, -3.752810], [1.337017, 4.167498, -3.137891], [-1.471786, -0.125376, -1.414341], [-0.594849, 1.188049, -4.036314], [5.706169, -1.677183, 0.043017], [3.877205, 3.985808, -1.708216], [6.796837, 3.988608, -3.536690], [2.984220, 4.508267, -6.064898], [2.003935, -1.226700, -1.198520]], "forces_ev_per_angstrom": [[0.0137, -0.0148, 0.0009], [-0.0315, -0.0005, 0.0496], [-0.0406, 0.0298, 0.0461], [-0.0320, 0.0343, -0.0037], [0.0596, -0.0361, 0.0123], [0.0743, -0.0446, -0.0245], [-0.0047, 0.0238, -0.0467], [0.0788, -0.0274, 0.0326], [0.0782, -0.0199, -0.0051], [-0.0275, 0.0102, 0.0119], [-0.0974, 0.0624, 0.0460], [0.1947, 0.2423, -0.3303], [-0.0252, 0.0381, 0.0097], [-0.0011, -0.0003, -0.0334], [-0.1013, 0.0410, -0.1244], [-0.1433, 0.0241, 0.1005], [1.5915, 2.3962, 0.9531], [-0.0138, -0.0133, 0.0346], [-0.0402, 0.0369, -0.0102], [-0.0526, 0.0220, -0.0461], [-0.0198, 0.0373, -0.0455], [-0.0441, 0.0181, -0.0471], [-0.0324, 0.0353, -0.0575], [0.4749, -0.0701, 0.2141], [-1.0318, -0.1098, -0.0243], [-0.7364, -0.1972, -0.5737], [-0.3654, 1.1214, -1.3692], [-0.0725, -0.0181, 0.0909], [-0.7872, -1.1412, 0.6658], [-0.0271, -0.1171, 0.3250], [-0.0866, 0.0190, -0.0008], [-0.2172, 0.0440, -0.1800], [0.2720, 0.0870, 0.1598], [0.2249, -0.0468, 0.2256], [0.1613, 0.2285, 0.0559], [-0.0981, -0.0611, -0.0609], [0.4229, 0.3859, -0.8558], [-1.0870, -1.5253, -1.0415], [-0.3430, -0.4074, 0.3996], [0.0651, 0.0530, -0.2194], [1.2510, -0.4777, 1.5472], [0.2384, -0.0990, 0.0055], [-0.1179, 0.0303, -0.0026], [0.2015, 0.0051, 0.1212], [-0.0076, 0.2065, 0.0107], [-0.1533, -0.1172, -0.0243], [0.8581, -0.8296, 0.4463], [-0.0108, -0.0907, 0.2427], [-0.2383, -0.1603, 0.0056], [-0.2682, 0.0061, -0.1850], [0.4900, 0.8554, -0.3920], [0.1938, -0.2084, -0.0236], [-0.0116, -0.0145, 0.0546], [0.0978, 0.0173, -0.1838], [0.4530, 0.3796, 1.7332], [-0.7800, 0.9830, -0.0073], [-0.8240, 0.9829, -0.0212], [-0.0516, 0.0973, 0.2128], [0.1147, 0.0903, 0.0206], [-0.1828, -0.8752, -0.7848], [-0.4604, 0.1035, 0.1372], [-0.0467, -0.1269, -0.0853], [0.2068, -0.0927, -0.3040], [0.1166, -0.1227, 0.0636], [-0.0768, -0.1442, -0.1453], [0.0379, -0.4213, 0.1735], [-0.1534, 0.1172, 0.0178], [0.0580, -0.1036, 0.0460], [0.0866, 0.1216, -0.0271], [0.0957, -0.1211, -0.0616], [-0.2873, -0.1674, -0.4526], [0.0937, 0.0064, 0.0804], [-0.1510, 0.1055, 0.0409], [0.0708, 0.1631, -0.0083], [-0.0448, -0.0919, -0.0275], [-0.0027, 0.0566, 0.1097], [-0.5220, 0.1687, -0.1029], [0.0185, -0.0113, 0.1213], [0.0795, -0.0485, -0.0997], [-0.1379, -0.0003, 0.1123], [0.0686, -0.0299, -0.0248], [-0.1073, 0.0909, 0.0980], [-0.1556, 0.1331, 0.1398], [0.9015, 0.1896, 0.1578], [-0.1014, 0.0281, -0.1487], [-0.0464, -0.1220, -0.0155], [0.0556, -0.1017, 0.0446], [0.0995, -0.0002, 0.0914], [0.0904, -0.0149, -0.1172], [-0.1582, 0.1241, 0.4060], [0.0349, 0.0536, -0.0415], [0.4456, -0.2167, 0.0500], [-0.1490, 0.2285, -0.5841], [-0.0802, -0.0550, 0.0396], [-0.1806, -0.2904, -0.1801], [-0.2239, -0.5750, 0.2526], [0.1035, 0.0416, -0.0398], [0.1107, 0.0501, -0.0655], [0.2159, 0.2629, -0.2949], [-0.3448, 0.0918, -0.4357], [-0.0670, 0.0240, -0.1035], [-0.1347, -0.2970, 0.0607], [0.0871, -0.0813, 0.0491], [0.0396, -0.3176, -0.0975], [0.1176, -0.0346, 0.0096], [0.0102, -0.1190, -0.1099], [-0.1151, -0.0017, 0.0513], [-0.0929, 0.0797, -0.1275], [0.0728, -0.0542, -0.0777], [0.0702, 0.0906, 0.0391], [-0.1206, 0.1139, -0.1498], [-0.0336, 0.1518, -0.0801], [-0.0643, 0.0638, -0.1101], [0.1106, -0.0368, -0.0819], [-0.0043, -0.0722, 0.4428], [-0.0286, -0.3804, 0.1920], [0.0620, 0.1051, -0.3956], [0.0025, -0.1553, 0.0677], [0.2281, -0.3062, 0.1335], [0.1473, 0.0818, 0.1146], [0.3391, -0.0546, 0.3446], [0.0219, -0.1109, 0.1273], [0.1137, 0.4250, -0.2015], [0.2744, -0.3132, -0.1276]], "lowdin_charge": [0.117, 0.128, 0.006, 0.009, 0.008, -0.002, 0.007, 0.006, 0.130, 0.005, 0.128, -0.117, 0.006, 0.120, -0.024, -0.032, 0.103, 0.006, 0.000, 0.012, 0.128, 0.147, 0.004, 0.135, 0.066, 0.108, 0.042, -0.622, -0.155, -0.028, -0.623, -0.032, -0.023, -0.043, -0.288, -0.623, -0.152, -0.584, 0.019, -0.042, -0.127, -0.031, -0.611, -0.056, -0.037, -0.035, -0.202, -0.038, -0.010, -0.030, -0.166, -0.024, -0.621, -0.040, -0.100, -0.025, -0.118, -0.623, -0.625, 0.120, 0.125, 0.107, 0.086, 0.095, 0.084, 0.094, 0.062, 0.098, 0.079, 0.099, 0.128, 0.096, 0.086, 0.099, 0.083, 0.098, 0.123, 0.103, 0.099, 0.091, 0.082, 0.097, 0.070, 0.120, 0.099, 0.100, 0.097, 0.104, 0.105, 0.117, 0.105, 0.079, 0.114, 0.102, 0.164, 0.133, 0.098, 0.099, 0.120, 0.128, 0.102, 0.094, 0.100, 0.065, 0.105, 0.104, 0.057, 0.094, 0.098, 0.101, 0.092, 0.103, 0.103, 0.087, 0.081, 0.078, 0.098, 0.093, 0.189, 0.069, 0.122, 0.081, 0.088, 0.075]}